ORCA calculation (ωB97M-V/def2-TZVPD) on a gas-phase ion, C5H11N2 (charge +1) in a non-equilibrium geometry.

XYZ file:
```
18
Properties=species:S:1:pos:R:3
C -0.804 0.098 1.043
C 1.217 -1.537 1.613
C -0.932 0.182 -1.328
C 0.631 -0.607 0.615
C -0.938 0.826 -2.680
N -1.098 0.742 -0.212
N 1.785 -0.144 1.506
H -1.500 -0.692 1.321
H -0.802 1.009 1.823
H 0.611 -1.876 2.482
H 1.738 -2.180 0.888
H -0.419 -0.793 -1.271
H 0.038 0.506 -3.033
H -0.745 1.861 -2.758
H -1.799 0.494 -3.268
H -1.379 1.660 -0.195
H 1.646 0.525 2.297
H 2.751 -0.073 1.158
```

Output
energy above the lowest of the compared OMol25 structures with the same formula, charge and spin: 108.6 kcal per mole
HOMO level: -0.4345 Eh
maximum force: 3.42 eV/A
frontier orbital gap: 0.3021 Ha
net charge: +1
electronic energy: -8332.4100 eV